A single C4H7NO molecule at a distorted geometry, computed with ωB97M-V/def2-TZVPD.

Results
2S+1 = 1
Charge = 0
Relative energy (zero: lowest compared OMol25 entry of this formula, charge and spin) = 314.4 kJ/mol
Kohn-Sham gap = 9.2 eV

Each line ends with the Löwdin charge.
Geometry (Å):
O (-2.64, -1.55, -1.11)  0.02
N (-0.67, 0.43, -0.29)  -0.01
C (-0.60, -0.85, -0.23)  -0.04
C (1.69, 0.15, 0.22)  -0.13
C (-1.86, -1.51, -0.19)  -0.33
C (0.54, 1.14, 0.08)  -0.24
H (1.92, -0.36, -0.72)  0.08
H (0.78, 1.90, -0.67)  0.11
H (-2.02, -2.07, 0.76)  0.11
H (1.54, -0.63, 0.96)  0.07
H (-1.55, 0.96, -0.35)  0.16
H (2.55, 0.75, 0.52)  0.07
H (0.31, 1.64, 1.03)  0.12



A molecular structure, H4O2Rb, computed with ωB97M-V/def2-TZVPD.

Results
2S+1 = 1
Charge = +1
Relative energy (zero: lowest compared OMol25 entry of this formula, charge and spin) = 34.1 kJ/mol
Kohn-Sham gap = 11.4 eV

Each line ends with the Löwdin charge.
Geometry (Å):
Rb (-0.89, 1.77, 1.40)  1.05
O (1.49, 0.79, -0.37)  -0.11
O (-0.94, -0.73, -0.24)  -0.12
H (2.10, 0.45, 0.29)  0.05
H (0.72, 0.18, -0.36)  -0.04
H (-0.94, -1.55, 0.27)  0.08
H (-1.54, -0.89, -0.98)  0.08



2 unconnected molecules or ions with the total composition C11H17ClF6N2O2P at a distorted geometry, computed with ωB97M-V/def2-TZVPD.

Results
2S+1 = 1
Charge = -1
Kohn-Sham gap = 8.7 eV

Each line ends with the Löwdin charge.
Geometry (Å):
Cl (-0.53, -0.03, 3.35)  0.60
P (-5.54, 1.02, -1.18)  0.36
F (-4.98, 1.52, 0.29)  -0.22
F (-6.83, 1.86, -0.59)  -0.21
F (-5.70, 1.99, -2.50)  -0.21
F (-5.08, -0.49, -0.69)  -0.23
F (-6.66, 0.06, -1.92)  -0.21
F (-3.97, 1.17, -1.67)  -0.22
O (1.02, 2.92, -2.79)  0.01
O (2.13, 4.00, -1.18)  0.01
N (1.00, 2.06, -0.61)  0.08
N (1.29, 0.37, 0.70)  0.04
C (1.86, 1.22, -0.16)  -0.03
C (-1.11, 0.19, 1.63)  -0.57
C (5.05, -2.18, -0.33)  -0.11
C (-0.03, 0.78, 0.77)  -0.23
C (1.42, 3.11, -1.63)  -0.70
C (-1.70, -1.12, 1.10)  -0.24
C (4.10, -1.03, 0.11)  -0.26
C (1.87, -0.76, 1.42)  -0.15
C (2.79, -1.66, 0.59)  -0.19
C (-2.30, -0.88, -0.31)  -0.08
C (-0.23, 1.82, -0.04)  0.07
H (5.75, -1.78, -1.07)  0.07
H (3.98, -0.42, -0.78)  0.09
H (4.61, -0.49, 0.91)  0.11
H (1.03, -1.38, 1.72)  0.08
H (5.60, -2.61, 0.51)  0.07
H (4.46, -2.92, -0.87)  0.07
H (-0.90, -1.86, 1.02)  0.09
H (2.32, -0.44, 2.36)  0.12
H (2.22, -2.12, -0.23)  0.13
H (-1.78, -1.48, -1.06)  0.08
H (2.90, 1.25, -0.45)  0.16
H (-3.35, -1.17, -0.28)  0.05
H (-1.90, 0.93, 1.70)  0.11
H (-1.13, 2.39, -0.22)  0.16
H (-2.47, -1.51, 1.76)  0.11
H (-2.28, 0.15, -0.64)  0.05
H (3.07, -2.48, 1.26)  0.12



A single CHF2NO2S molecule at a distorted geometry, computed with ωB97M-V/def2-TZVPD.

Results
2S+1 = 1
Charge = 0
Relative energy (zero: lowest compared OMol25 entry of this formula, charge and spin) = 150.6 kJ/mol
Kohn-Sham gap = 11.5 eV
SMILES = N=[S@@](=O)(F)C(=O)F

Each line ends with the Löwdin charge.
Geometry (Å):
S (-0.50, -0.43, -1.17)  0.77
F (-0.58, -2.01, -1.33)  -0.17
F (-2.63, 1.07, -1.16)  0.04
O (-2.98, -0.78, -2.35)  0.23
O (0.26, 0.11, -2.30)  -0.28
N (-0.11, -0.32, 0.28)  -0.13
C (-2.27, -0.17, -1.69)  -0.46
H (0.45, 0.44, 0.47)  0.00